1.
22
Properties=species:S:1:pos:R:3:forces:R:3 method="wB97M-V/def2-TZVPD" homo_ev=-13.0 gap_ev=9.45 lumo_energy_ev=-3.521 charge=+1 relative_energy_kcal_mol=0.0
N 3.7940 -1.4857 0.0246 -0.597 -0.013 0.176
C 2.9301 -1.1138 -1.0975 0.435 -0.373 0.246
C 1.4733 -1.3573 -0.8568 0.057 0.498 -0.132
N 0.6009 -0.4348 -0.4458 -0.215 0.020 0.082
C -0.6574 -1.0015 -0.3060 -0.183 0.200 -0.058
N -1.7599 -0.2715 0.1001 0.374 0.016 0.671
C -1.7914 0.2900 1.1943 -0.140 -0.012 -0.445
S -1.8772 1.0343 2.5380 -0.064 -0.074 0.097
C -0.5363 -2.2992 -0.6499 -0.374 -0.131 0.016
N 0.7916 -2.4869 -0.9776 0.164 -0.278 -0.117
H 3.6294 -2.4544 0.2815 0.274 -0.050 -0.104
H 3.5557 -0.9538 0.8563 0.174 0.149 -0.060
H 3.2572 -1.6956 -1.9612 -0.131 0.122 -0.093
H 3.0707 -0.0577 -1.3307 0.009 -0.062 -0.043
H 0.7969 0.5424 -0.2786 0.135 -0.033 -0.073
H -1.2972 -3.0603 -0.6824 0.189 -0.075 -0.035
H 1.2047 -3.3610 -1.2686 -0.060 0.005 -0.053
C -3.4919 3.8778 0.8201 0.020 -0.008 0.022
Cl -2.6268 4.9721 -0.2653 0.015 -0.010 -0.026
Cl -4.2572 4.7192 2.1679 -0.005 -0.011 0.009
H -4.2579 3.3631 0.2522 -0.021 0.038 -0.013
H -2.7715 3.1801 1.2312 -0.056 0.081 -0.068



2.
19
Properties=species:S:1:pos:R:3:forces:R:3 method="wB97M-V/def2-TZVPD" homo_ev=-12.6 gap_ev=8.44 lumo_energy_ev=-4.201 charge=+1 relative_energy_kcal_mol=29.5
C 1.1802 -1.1163 -0.1824 -2.917 -0.195 -0.590
C -0.8175 -0.3994 0.6111 0.511 -1.703 0.772
C -0.4504 2.1281 0.7449 2.043 -4.609 1.758
C 1.2338 -3.1823 -1.9779 0.367 -2.173 -1.471
N -0.1424 -1.2830 -0.1987 2.222 0.541 -0.561
N -2.0797 -0.4607 0.8295 1.488 -0.883 -2.195
N 0.1200 0.4526 1.3127 -2.605 4.302 -0.466
N -1.6877 2.2532 0.4320 0.914 0.411 0.253
N 0.5648 2.9103 0.8785 -4.063 4.393 -1.971
S 1.7403 0.1625 0.9593 -0.508 -0.959 -0.415
S 2.2537 -2.0155 -1.1405 1.562 0.826 0.131
H 1.5964 -3.5136 -3.0749 -0.665 1.275 2.663
H 0.2339 -2.8219 -1.9317 -0.814 0.352 -0.547
H 1.2343 -4.0728 -1.3366 0.075 -0.024 -0.398
H -2.3360 -0.0447 1.6641 -0.630 1.254 2.193
H -2.2672 1.4342 0.5240 -0.497 -0.857 -0.339
H -2.0953 3.1197 0.1676 -0.394 0.762 -0.189
H 1.4106 2.4953 1.1290 1.997 0.010 0.285
H 0.3082 3.9544 0.5902 1.915 -2.723 1.088



3.
16
Properties=species:S:1:pos:R:3:forces:R:3 method="wB97M-V/def2-TZVPD" homo_ev=-8.5 gap_ev=9.47 smiles=C[C@]12C[C@H]1[C@H]1N[C@H]12 lumo_energy_ev=0.989 relative_energy_kcal_mol=116.7
C 1.5879 -0.6191 0.8581 0.096 -0.075 0.233
C 0.4220 -0.1097 0.0886 0.059 -0.225 0.245
C 0.5663 0.5957 -1.1999 0.072 0.442 0.555
C -0.3830 1.1126 0.2571 0.293 0.349 -0.749
C -1.7213 0.3978 0.2774 0.022 -0.022 0.065
N -1.8440 -0.4090 -0.9099 -0.144 -0.197 -0.211
C -0.9530 -0.8754 0.1255 -0.002 -0.510 0.193
H 1.2853 -0.9110 1.8659 0.163 -0.062 0.061
H 2.3741 0.1406 0.9187 -0.099 -0.115 0.072
H 1.9992 -1.4905 0.3350 0.016 0.046 0.194
H 1.2987 1.3744 -1.3579 0.468 -0.197 0.600
H 0.5312 -0.0533 -2.1139 -1.093 1.049 0.485
H -0.1757 1.8835 1.0206 0.349 0.217 -1.217
H -2.6244 0.7111 0.8032 0.442 -0.220 -0.009
H -1.2692 0.0664 -1.6138 -0.568 -0.342 -0.233
H -1.0939 -1.8141 0.6452 -0.075 -0.139 -0.285